[1]
A molecular structure, C3H5N3O at a distorted geometry, computed with ωB97M-V/def2-TZVPD.

Cartesian coordinates (Å):
C -1.50 -0.42 -2.36
C -0.30 0.13 0.48
C 0.62 0.11 1.69
N 0.18 0.11 -0.82
N -0.51 -0.10 -1.77
N -1.53 0.04 0.71
O -2.58 0.20 1.12
H -2.34 -0.34 -2.95
H 0.12 0.17 2.68
H 1.43 0.97 1.54
H 1.14 -0.91 1.69
H -0.45 -0.69 -2.89

As for the total charge: +2. The calculation puts the HOMO energy (alpha / beta) at -20.639 / -20.637 eV. Its energy above the lowest of the compared OMol25 structures with the same formula, charge and spin is 173.7 kcal per mole. The value obtained for the LUMO energy (alpha / beta) is -12.92 / -12.91 eV. As for the largest force on an atom: 5.580 eV/Å.

[2]
2 unconnected molecules or ions with the total composition C4H15PSi2 at a distorted geometry, computed with ωB97M-V/def2-TZVPD.

Cartesian coordinates (Å):
C -2.45 1.56 -0.03
C -3.30 -1.54 -0.32
C 3.85 -0.58 0.60
C 1.59 1.73 0.49
Si -2.10 -0.16 -0.96
Si 2.08 -0.18 -0.03
P 0.54 -1.65 0.76
H -1.40 1.89 0.10
H -3.00 2.25 -0.74
H -3.01 1.30 0.94
H -2.72 -2.47 -0.48
H -3.60 -1.27 0.68
H -4.26 -1.52 -0.94
H 4.21 -1.50 0.15
H 4.65 0.13 0.31
H 3.84 -0.79 1.67
H 2.30 2.43 0.04
H 0.64 1.94 0.03
H 1.61 1.88 1.57
H -2.17 -0.34 -2.32
H 2.03 -0.35 -1.46
H 0.67 -2.73 -0.07

The calculation puts the HOMO energy (alpha / beta) at -7.883 / -7.459 eV. Its energy above the lowest of the compared OMol25 structures with the same formula, charge and spin is 37.7 kcal per mole. The value obtained for the LUMO energy (alpha / beta) is -0.68 / -0.99 eV. As for the largest force on an atom: 4.508 eV/Å.

[3]
2 unconnected molecules or ions with the total composition C9H14O at a distorted geometry, computed with ωB97M-V/def2-TZVPD.

Cartesian coordinates (Å):
C -2.88 0.29 -2.17
C -2.15 1.09 -1.07
H -2.77 0.75 -3.13
H -2.68 -0.77 -2.19
H -3.97 0.39 -2.03
H -2.45 0.70 -0.09
H -2.48 2.10 -1.28
H -1.10 0.84 -1.16
C 2.47 1.63 1.62
C 0.75 -0.89 -0.66
C 1.43 0.24 -0.20
C 0.42 -1.84 0.30
C 1.73 0.44 1.13
C 0.75 -1.72 1.64
C 1.44 -0.59 2.04
O -0.20 -3.02 -0.08
H 0.41 -1.08 -1.67
H 1.66 1.04 -0.90
H -0.73 -2.85 -0.86
H 0.48 -2.45 2.38
H 2.52 1.79 2.70
H 2.05 2.61 1.36
H 1.80 -0.42 3.04
H 3.51 1.70 1.27

The calculation puts the HOMO energy at -8.512 eV. Its energy above the lowest of the compared OMol25 structures with the same formula, charge and spin is 13.2 kcal per mole. The value obtained for the LUMO energy is 0.83 eV. As for the largest force on an atom: 1.903 eV/Å.

[4]
A molecular structure, C32H92BHgN8O8 at a distorted geometry, computed with ωB97M-V/def2-TZVPD.

Cartesian coordinates (Å):
Hg 19.21 18.80 -22.88
B 20.59 17.32 -18.92
H 19.88 18.13 -19.00
H 20.34 16.53 -19.61
H 21.56 17.77 -19.02
H 20.31 16.96 -17.94
C 24.29 12.67 -17.62
C 24.56 12.20 -19.06
C 23.69 11.05 -19.60
O 23.99 10.87 -20.99
C 23.08 10.02 -21.62
N 24.56 13.44 -19.88
H 23.44 12.19 -17.13
H 23.95 13.71 -17.57
H 25.08 12.48 -16.90
H 25.53 11.70 -19.05
H 22.66 11.41 -19.57
H 23.73 10.15 -18.99
H 22.82 9.10 -21.10
H 23.61 9.80 -22.54
H 22.17 10.51 -21.96
H 23.63 13.82 -19.77
H 25.26 14.02 -19.44
C 29.84 19.54 -22.27
C 28.45 19.51 -21.65
C 28.52 19.60 -20.11
O 29.05 18.47 -19.44
C 29.06 18.47 -18.06
N 27.80 20.70 -22.23
H 30.36 20.49 -22.40
H 29.79 19.07 -23.26
H 30.52 18.96 -21.65
H 27.92 18.56 -21.71
H 27.45 19.77 -19.94
H 29.09 20.45 -19.74
H 29.76 19.14 -17.55
H 29.28 17.49 -17.63
H 28.05 18.65 -17.69
H 27.53 20.67 -23.20
H 28.51 21.41 -22.30
C 20.48 16.84 -9.34
C 20.51 18.22 -8.67
C 20.54 18.15 -7.10
O 19.26 17.69 -6.56
C 19.25 17.79 -5.15
N 21.75 18.74 -9.12
H 21.42 16.30 -9.44
H 20.04 17.01 -10.32
H 19.93 16.17 -8.68
H 19.70 18.83 -9.05
H 20.88 19.08 -6.64
H 21.26 17.42 -6.73
H 18.82 18.71 -4.75
H 20.27 17.72 -4.75
H 18.88 17.00 -4.49
H 21.65 18.96 -10.09
H 21.75 19.69 -8.79
C 13.36 18.83 -23.40
C 13.78 18.85 -21.96
C 13.74 17.46 -21.30
O 14.98 16.85 -21.60
C 15.15 15.66 -20.82
N 15.06 19.47 -21.66
H 12.43 18.29 -23.56
H 14.07 18.28 -24.02
H 13.39 19.83 -23.81
H 13.01 19.48 -21.51
H 12.86 16.89 -21.59
H 13.71 17.57 -20.22
H 15.95 15.00 -21.17
H 14.23 15.09 -20.75
H 15.41 15.94 -19.80
H 14.97 20.43 -21.96
H 15.12 19.53 -20.65
C 13.55 20.70 -13.68
C 13.36 19.19 -13.33
C 11.96 18.58 -13.51
O 12.03 17.11 -13.64
C 12.48 16.34 -12.51
N 14.25 18.60 -14.40
H 12.79 21.01 -14.40
H 14.55 21.10 -13.85
H 13.16 21.18 -12.78
H 13.83 19.15 -12.35
H 11.55 18.97 -14.44
H 11.23 18.60 -12.70
H 11.78 16.17 -11.69
H 13.31 16.87 -12.06
H 12.88 15.34 -12.68
H 15.22 18.59 -14.10
H 13.90 17.66 -14.52
C 23.45 16.07 -27.43
C 22.04 16.43 -26.96
C 20.91 15.40 -27.07
O 19.73 15.80 -26.23
C 18.56 15.01 -26.74
N 22.19 16.73 -25.60
H 23.31 15.69 -28.45
H 23.82 15.16 -26.97
H 24.21 16.84 -27.30
H 21.77 17.29 -27.57
H 21.25 14.47 -26.62
H 20.58 15.29 -28.10
H 17.68 15.33 -26.18
H 18.61 13.94 -26.57
H 18.37 15.06 -27.82
H 22.60 15.91 -25.18
H 23.05 17.26 -25.65
C 21.19 25.03 -23.55
C 20.42 23.72 -23.99
C 20.31 23.49 -25.50
O 19.48 22.29 -25.60
C 18.88 22.22 -26.92
N 21.12 22.62 -23.32
H 20.69 25.81 -24.13
H 22.24 25.08 -23.81
H 20.94 25.20 -22.50
H 19.38 23.80 -23.70
H 21.28 23.24 -25.95
H 19.80 24.37 -25.88
H 18.20 23.04 -27.15
H 18.38 21.26 -26.84
H 19.63 22.12 -27.70
H 22.13 22.65 -23.44
H 21.11 22.97 -22.37
C 22.68 24.61 -15.60
C 21.21 24.76 -15.37
C 20.59 26.26 -15.19
O 20.91 26.67 -13.86
C 21.03 28.06 -13.54
N 20.45 24.11 -16.40
H 22.84 23.54 -15.73
H 23.03 24.79 -14.58
H 23.00 25.22 -16.45
H 21.01 24.33 -14.39
H 19.52 26.29 -15.37
H 20.99 27.02 -15.86
H 21.17 28.73 -14.38
H 21.85 28.16 -12.83
H 20.12 28.40 -13.05
H 20.84 23.20 -16.57
H 19.57 23.80 -16.01

As for the total charge: +1. The calculation puts the HOMO energy at -10.436 eV. Its energy above the lowest of the compared OMol25 structures with the same formula, charge and spin is 313.7 kcal per mole. The value obtained for the LUMO energy is -8.90 eV. As for the largest force on an atom: 5.682 eV/Å.